Computed, not measured: an isolated molecule of C2H2O2, with the ωB97M-V functional and the def2-TZVPD basis.

```
6
Properties=species:S:1:pos:R:3:lowdin_charge:R:1
C 0.65 -0.12 -0.29 -0.200
C 1.94 -0.04 -0.07 -0.165
O 0.00 1.10 -0.19 -0.030
O 3.05 0.21 0.12 0.190
H 0.11 -1.00 -0.57 0.107
H -0.60 1.12 0.56 0.098
```

## Properties
Structure (SMILES): O=C=CO
HOMO in eV: -8.922
Multiplicity: 1
Net charge: 0
ΔE to the lowest compared entry with this formula, charge and spin in kcal per mole: 14.6
Gap between HOMO and LUMO in eV: 9.42

---

Computed, not measured: a cluster of 2 separate species, C6H9IO2P in total, with the ωB97M-V functional and the def2-TZVPD basis.

```
19
Properties=species:S:1:pos:R:3:lowdin_charge:R:1
C -0.56 2.36 -1.67 -0.040
C -0.65 2.43 -0.35 -0.212
C -0.98 1.16 1.94 -0.354
C -0.80 1.26 0.45 -0.518
C -2.21 1.12 1.08 -0.704
C 1.26 -3.26 -0.78 -0.146
O 3.19 -1.12 -0.12 -0.482
O 1.26 -2.59 0.47 -0.469
P 2.11 -1.27 0.89 0.842
I -3.17 -0.77 0.64 0.417
H -0.49 3.25 -2.33 0.040
H -0.23 1.52 -2.16 0.004
H -0.89 3.47 -0.06 0.106
H -0.46 0.39 2.66 0.090
H -0.73 2.07 2.60 0.077
H -0.16 0.36 0.03 0.107
H 2.17 -3.15 -1.35 0.058
H 0.40 -2.86 -1.30 0.075
H 0.94 -4.37 -0.63 0.110
```

## Properties
HOMO in eV: -2.678
Multiplicity: 1
Net charge: -1
ΔE to the lowest compared entry with this formula, charge and spin in kcal per mole: 40.8
Gap between HOMO and LUMO in eV: 5.40

---

Computed, not measured: a cluster of 2 separate species, H4N2O2Si in total, with the ωB97M-V functional and the def2-TZVPD basis.

```
9
Properties=species:S:1:pos:R:3:lowdin_charge:R:1
N -1.00 -1.10 0.73 -0.034
N 2.44 -0.21 -0.01 -0.583
O 3.16 -0.07 0.97 -0.009
O 2.62 -1.01 -0.92 -0.012
Si 0.97 0.83 -0.09 0.918
H -1.67 -0.94 -0.02 -0.073
H -0.47 -1.93 0.47 -0.065
H 1.08 1.81 0.97 -0.069
H 0.61 0.94 -1.49 -0.074
```

## Properties
HOMO (spin up / spin down) in eV: -10.467 / -8.865
Multiplicity: 1
Net charge: 0
ΔE to the lowest compared entry with this formula, charge and spin in kcal per mole: 94.0
Gap between HOMO and LUMO (spin up / spin down) in eV: 8.86 / 7.50

---

Computed, not measured: a cluster of 2 separate species, C4H3O2 in total, with the ωB97M-V functional and the def2-TZVPD basis.

```
9
Properties=species:S:1:pos:R:3:lowdin_charge:R:1
C -1.43 -0.44 -0.33 -0.266
C -2.78 1.59 -0.40 -0.031
C -2.40 -1.16 -0.11 -0.466
C 0.01 -0.15 -0.18 -0.210
O -2.76 2.04 0.69 -0.070
O -3.54 -1.57 -0.05 -0.104
H 0.45 0.33 -1.13 0.074
H 0.55 -0.97 0.08 -0.013
H 0.13 0.41 0.85 0.086
```

## Properties
HOMO in eV: -2.465
Multiplicity: 1
Net charge: -1
ΔE to the lowest compared entry with this formula, charge and spin in kcal per mole: 27.4
Gap between HOMO and LUMO in eV: 6.78